Entry from the OMol25 dataset: a 2-piece molecular cluster, C11H16OSi overall in a non-equilibrium geometry (ωB97M-V with the def2-TZVPD basis set).

Output
HOMO-LUMO gap (spin up / spin down) = 7.53 / 7.69 eV
Spin multiplicity = 3
Energy above the lowest of the compared OMol25 structures with the same formula, charge and spin = 0.002 eV

XYZ file:
```
29
Properties=species:S:1:pos:R:3:forces:R:3:mulliken_charge:R:1
C 4.033 -1.786 0.525 1.421 -0.558 -1.459 -0.18
C 3.241 -1.833 -0.644 0.922 -0.348 -0.215 -0.54
C 3.702 -1.006 1.592 -2.929 -0.001 -0.192 -0.77
C 2.040 -1.184 -0.665 -1.972 -0.889 -0.959 -0.20
C 2.424 -0.420 1.540 -1.456 2.432 1.670 -0.04
C 1.567 -0.553 0.470 -0.535 1.281 -0.440 0.39
C -2.916 -0.530 0.972 -1.121 0.991 0.304 -0.55
C -3.224 0.143 -0.390 0.039 -0.023 1.755 -0.16
C -1.510 -1.066 0.822 0.081 -0.230 2.383 -0.71
C -4.605 0.678 -0.529 1.050 0.280 -1.996 -0.17
C 0.915 3.263 -1.690 1.935 -1.944 1.968 -0.77
O -5.290 1.211 0.281 -0.585 0.125 1.179 -0.45
Si -0.183 0.282 0.374 0.676 -1.307 0.682 -0.24
H 5.004 -2.309 0.528 -0.614 0.138 -0.013 0.32
H 3.571 -2.364 -1.548 -0.004 0.113 0.630 0.34
H 4.138 -1.058 2.541 1.342 0.214 0.982 0.39
H 1.262 -1.287 -1.467 1.378 0.044 0.215 0.29
H 1.922 0.329 2.286 1.785 -1.764 -0.535 0.19
H -2.974 0.080 1.959 0.277 -0.149 -2.113 0.26
H -3.783 -1.209 1.192 1.154 -0.298 -0.481 0.36
H -2.486 0.932 -0.627 -0.407 0.130 0.179 0.03
H -3.026 -0.598 -1.160 -0.247 -0.203 -0.177 0.34
H -1.342 -1.467 1.848 0.897 0.173 -0.561 0.34
H -1.315 -1.896 0.161 -0.414 -0.248 -0.554 0.52
H -4.879 0.640 -1.596 -0.760 0.044 -0.252 0.31
H 1.817 2.661 -2.047 -0.928 0.834 1.049 0.20
H 0.570 3.686 -2.545 -1.620 1.198 -2.494 0.36
H 1.130 4.070 -0.987 0.483 -0.246 -0.053 0.26
H 0.197 2.590 -1.195 0.150 0.211 -0.502 -0.10
```
Forces are in eV/Å.



Entry from the OMol25 dataset: C11H17BrF6N3O8S2V as an isolated structure in a non-equilibrium geometry (ωB97M-V with the def2-TZVPD basis set).

Output
HOMO-LUMO gap (spin up / spin down) = 7.69 / 7.74 eV
Spin multiplicity = 2
Total charge = -1
Energy above the lowest of the compared OMol25 structures with the same formula, charge and spin = 0.773 eV

XYZ file:
```
49
Properties=species:S:1:pos:R:3:forces:R:3:mulliken_charge:R:1
O 16.038 -21.983 10.345 -0.309 -0.188 -0.961 -0.43
V 16.030 -22.008 8.782 2.248 0.354 1.249 1.08
C 16.374 -18.289 7.408 0.709 0.218 0.515 -1.12
C 16.622 -19.729 7.748 0.440 -1.370 -0.012 1.31
O 16.184 -20.679 7.027 -1.093 0.185 0.140 -0.73
O 17.260 -20.064 8.780 -0.596 0.324 0.469 -0.64
H 17.274 -17.753 7.719 -0.058 0.131 -0.168 0.35
H 15.580 -17.913 8.056 -0.182 -0.091 -0.145 0.13
H 16.163 -18.100 6.362 -0.140 -0.179 -0.030 0.30
C 13.126 -22.367 6.006 -0.022 -0.830 0.539 0.69
F 13.335 -21.171 6.528 0.242 0.342 -0.022 -0.21
F 11.900 -22.746 6.347 -0.165 -0.148 0.103 -0.23
F 13.183 -22.312 4.686 0.146 0.237 -0.454 -0.24
S 14.422 -23.618 6.562 0.288 0.469 0.384 0.86
O 13.900 -24.901 6.175 0.336 0.839 0.462 -0.58
O 15.637 -23.103 5.991 -0.713 -0.447 0.668 -0.58
N 14.473 -23.356 8.270 -0.443 -0.369 -2.794 -0.08
S 13.582 -24.510 8.984 -0.743 -1.363 1.728 0.81
O 12.207 -24.598 8.537 0.929 0.498 -0.133 -0.61
O 14.329 -25.730 9.153 -0.433 0.769 -0.143 -0.62
C 13.383 -23.830 10.751 1.044 -0.691 -0.875 0.59
F 13.177 -22.526 10.789 -0.229 0.336 0.114 -0.18
F 12.367 -24.450 11.319 -0.606 -0.170 0.052 -0.22
F 14.475 -24.142 11.431 0.216 0.248 0.267 -0.22
Br 18.153 -23.669 8.779 -1.134 0.818 -0.324 -0.64
C 13.078 -19.793 9.401 1.203 -0.182 0.206 -0.08
O 14.116 -20.432 9.496 -0.176 0.370 -0.443 -0.20
N 12.790 -18.735 10.192 -1.264 -0.857 -1.453 0.26
C 11.462 -18.143 10.050 0.480 1.194 0.910 -0.95
C 13.622 -18.315 11.278 -0.348 0.449 0.688 -1.06
H 12.322 -20.011 8.638 -0.105 -0.005 0.028 0.31
H 11.618 -17.059 10.114 -0.281 -0.021 -0.038 0.32
H 10.792 -18.411 10.872 0.079 -0.165 0.034 0.33
H 10.943 -18.325 9.115 0.408 -0.432 -0.193 0.32
H 13.084 -18.494 12.215 0.143 0.004 0.108 0.41
H 14.571 -18.836 11.319 0.017 -0.202 -0.352 0.18
H 13.792 -17.237 11.208 0.116 -0.033 -0.012 0.37
C 16.180 -19.978 15.698 0.687 0.070 -1.163 -1.23
C 15.354 -20.030 14.412 -1.514 -0.124 -0.165 -0.47
C 15.449 -21.308 13.552 0.032 0.353 0.250 0.64
C 15.075 -22.486 14.334 0.406 -0.311 -0.015 0.17
N 14.795 -23.419 14.943 -0.069 0.178 0.047 -0.54
H 15.724 -19.323 16.433 0.038 -0.071 0.155 0.33
H 17.153 -19.574 15.403 0.063 0.099 0.383 0.31
H 16.395 -20.968 16.099 -0.373 -0.025 0.199 0.34
H 15.517 -19.167 13.766 0.500 0.026 -0.012 0.37
H 14.284 -19.923 14.632 0.075 -0.116 0.327 0.32
H 16.444 -21.402 13.119 -0.007 -0.355 0.009 0.29
H 14.741 -21.282 12.722 0.160 0.231 -0.128 -0.54
```
Forces are in eV/Å.